21
Properties=species:S:1:pos:R:3 method="wB97M-V/def2-TZVPD" e_above_lowest_kcal_mol=109.7 largest_force_ha_per_bohr=0.095 e_lumo_ev=-3.6 charge=0 homo_lumo_gap_ev=5.252 e_tot_ev=-29562.6278 homo_energy_ev=-8.843
N 0.503 -1.556 2.199
C 0.944 -1.177 0.854
C 1.346 0.275 0.755
C -0.233 -1.356 -0.130
S -1.813 -0.615 0.480
S 0.946 0.104 -2.441
C -0.677 0.969 -2.323
H 1.185 -1.693 2.925
H -0.314 -1.012 2.431
H 1.629 -1.958 0.517
H 0.522 0.907 1.075
H 1.639 0.391 -0.304
H 2.236 0.492 1.360
H -0.556 -2.401 -0.090
H 0.119 -1.147 -1.165
H -0.570 1.971 -1.922
H -1.206 0.933 -3.275
H -1.182 0.303 -1.600
H -1.974 2.652 0.634
H -1.326 1.474 -0.047
O -1.218 2.443 0.068

---

19
Properties=species:S:1:pos:R:3 method="wB97M-V/def2-TZVPD" e_above_lowest_kcal_mol=29.0 largest_force_ha_per_bohr=0.047 e_lumo_ev=0.8 smiles=CCN.CCS charge=0 homo_lumo_gap_ev=9.831 e_tot_ev=-16682.8342 homo_energy_ev=-9.041
C 0.816 -2.336 2.492
C 1.107 -1.738 1.076
N -0.063 -1.587 0.204
H 1.598 -3.083 2.590
H -0.236 -2.600 2.886
H 1.001 -1.492 3.187
H 1.901 -2.409 0.638
H 1.513 -0.716 1.126
H -0.684 -2.381 0.259
H -0.630 -0.825 0.620
C -0.041 0.750 -2.684
C 0.152 1.611 -1.330
S -1.082 1.739 0.037
H -0.205 -0.308 -2.514
H -0.834 1.042 -3.316
H 0.886 0.798 -3.294
H 1.133 1.374 -0.775
H 0.308 2.615 -1.757
H -0.202 1.543 1.004

---

19
Properties=species:S:1:pos:R:3 method="wB97M-V/def2-TZVPD" e_above_lowest_kcal_mol=16.6 largest_force_ha_per_bohr=0.020 e_lumo_ev=0.9 smiles=CCS.CNC charge=0 homo_lumo_gap_ev=9.798 e_tot_ev=-16683.3719 homo_energy_ev=-8.886
C 1.476 0.053 -0.216
C 1.021 1.439 -0.644
S 0.514 1.562 -2.400
H 1.992 -0.469 -1.018
H 2.198 0.129 0.597
H 0.617 -0.515 0.102
H 0.297 1.865 0.054
H 1.847 2.154 -0.623
H -0.797 1.592 -2.219
C -0.584 -0.631 2.490
N -0.812 -1.943 1.886
C -1.951 -1.995 0.988
H -0.872 0.114 1.741
H 0.457 -0.544 2.790
H -1.283 -0.393 3.301
H -0.930 -2.643 2.603
H -2.368 -3.006 0.989
H -2.756 -1.310 1.285
H -1.677 -1.821 -0.058

---

19
Properties=species:S:1:pos:R:3 method="wB97M-V/def2-TZVPD" e_above_lowest_kcal_mol=8.5 largest_force_ha_per_bohr=0.021 e_lumo_ev=1.0 smiles=CCN.CSC charge=0 homo_lumo_gap_ev=9.495 e_tot_ev=-16683.7206 homo_energy_ev=-8.535
C 2.978 -0.469 1.011
C 2.671 0.712 0.093
N 2.326 1.950 0.787
H 3.867 -0.337 1.608
H 3.058 -1.387 0.428
H 2.088 -0.627 1.635
H 1.886 0.419 -0.589
H 3.494 0.971 -0.584
H 1.433 1.929 1.250
H 3.055 2.372 1.339
C -2.308 -1.882 0.063
S -2.515 -0.434 -0.986
C -1.198 0.617 -0.382
H -1.267 -2.164 0.133
H -2.721 -1.721 1.050
H -2.777 -2.711 -0.446
H -0.244 0.252 -0.757
H -1.087 0.770 0.691
H -1.351 1.611 -0.810

---

19
Properties=species:S:1:pos:R:3 method="wB97M-V/def2-TZVPD" e_above_lowest_kcal_mol=53.3 largest_force_ha_per_bohr=0.081 e_lumo_ev=0.9 smiles=CNC.CSC charge=0 homo_lumo_gap_ev=9.225 e_tot_ev=-16681.7782 homo_energy_ev=-8.355
C 2.760 -0.491 1.914
N 2.963 -1.430 0.819
C 3.779 -0.909 -0.262
H 1.887 0.147 1.884
H 3.774 0.027 1.729
H 2.806 -0.997 2.909
H 3.438 -2.175 1.290
H 4.233 -1.730 -0.887
H 3.116 -0.290 -0.880
H 4.570 -0.288 0.160
C -2.857 1.814 -1.934
S -4.181 1.902 -0.617
C -4.544 0.133 -0.047
H -3.064 0.804 -2.368
H -2.680 2.599 -2.686
H -2.043 1.610 -1.214
H -5.380 -0.311 -0.786
H -4.972 0.150 0.900
H -3.605 -0.567 0.076

---

19
Properties=species:S:1:pos:R:3 method="wB97M-V/def2-TZVPD" e_above_lowest_kcal_mol=50.9 largest_force_ha_per_bohr=0.097 e_lumo_ev=1.0 charge=0 homo_lumo_gap_ev=8.657 e_tot_ev=-13724.9059 homo_energy_ev=-7.632
C -1.758 0.157 -1.559
C -1.897 -0.132 1.044
C 2.343 -0.163 -0.910
C -1.092 -0.419 -0.332
N 1.655 0.098 1.767
Si 1.168 0.675 0.253
H -1.803 1.269 -1.696
H -1.362 -0.193 -2.436
H -2.720 -0.301 -1.407
H -1.689 0.920 1.364
H -1.460 -0.855 1.781
H -3.053 -0.227 0.971
H 3.211 0.562 -1.159
H 2.818 -1.001 -0.364
H 2.016 -0.673 -1.822
H -0.965 -1.462 -0.386
H 1.690 -0.954 1.791
H 1.627 0.453 2.725
H 1.271 2.247 0.374

---

21
Properties=species:S:1:pos:R:3 method="wB97M-V/def2-TZVPD" e_above_lowest_kcal_mol=60.4 largest_force_ha_per_bohr=0.078 e_lumo_ev=3.9 charge=-1 homo_lumo_gap_ev=8.478 e_tot_ev=-12547.6130 homo_energy_ev=-4.561
C 0.392 2.068 0.425
O -0.070 2.244 -0.924
C -0.011 1.038 1.554
C -0.658 -0.358 1.240
C 0.057 -1.446 0.535
O -0.351 -1.785 -0.693
H 0.125 3.117 0.834
H 1.488 1.978 0.211
H -0.875 1.480 2.146
H 0.892 0.877 2.249
H -1.561 -0.147 0.581
H -1.170 -0.600 2.198
H 1.165 -1.377 0.463
H -0.177 -2.432 1.036
H -0.555 -0.672 -1.428
H 0.771 -1.984 -1.606
H 2.178 -1.291 -1.165
O 1.835 -1.963 -1.821
H -0.691 1.418 -1.231
H -1.478 -0.261 -2.754
O -1.307 0.097 -1.852

---

21
Properties=species:S:1:pos:R:3 method="wB97M-V/def2-TZVPD" e_above_lowest_kcal_mol=31.6 largest_force_ha_per_bohr=0.055 e_lumo_ev=4.0 charge=-1 homo_lumo_gap_ev=8.257 e_tot_ev=-12548.8622 homo_energy_ev=-4.270
C -1.456 -0.548 1.506
O -2.585 -0.153 0.719
C -0.507 -1.352 0.549
C 0.606 -0.369 -0.056
C 1.963 -0.545 0.592
O 0.275 0.953 -0.127
H -1.898 -1.075 2.356
H -0.963 0.340 1.930
H -0.177 -2.315 0.926
H -1.173 -1.460 -0.325
H 0.650 -0.711 -1.143
H 2.027 0.113 1.506
H 2.786 -0.470 -0.101
H 1.989 -1.440 1.244
H -0.823 1.442 -0.905
H -1.779 1.032 -2.249
H -2.385 0.608 0.143
O -1.698 1.601 -1.488
H 1.851 1.797 -1.087
H 1.308 0.931 -1.947
O 1.990 1.622 -2.044

---

33
Properties=species:S:1:pos:R:3 method="wB97M-V/def2-TZVPD" largest_force_ha_per_bohr=0.029 e_lumo_ev=6.7 charge=-3 homo_lumo_gap_ev=3.443 e_tot_ev=-42498.5356 homo_energy_ev=3.240
Li 0.400 -0.402 1.105
C 1.223 0.514 -1.501
O -0.201 0.887 -1.411
O 1.528 -0.356 -0.618
C 1.433 0.008 -2.938
F 2.685 -0.455 -3.155
F 0.608 -0.985 -3.289
F 1.231 0.989 -3.879
C -0.541 2.209 -1.714
C -2.053 2.300 -1.702
H -2.502 1.459 -2.234
H -2.444 2.198 -0.684
H -2.413 3.259 -2.093
H -0.179 2.499 -2.706
H -0.149 2.869 -0.925
H 1.823 1.455 -1.371
P -0.006 -2.149 2.756
O 0.342 -3.628 2.928
O -0.883 -1.598 3.906
O -0.761 -1.889 1.373
O 1.355 -1.349 2.536
O -2.193 -1.389 -0.871
H -1.711 -1.538 -0.003
H -1.594 -0.782 -1.319
O -0.787 1.055 1.837
H -0.697 2.006 1.925
H -1.364 0.745 2.550
O 0.935 -3.304 -0.421
H 1.164 -2.484 -0.876
H 0.351 -2.941 0.311
O 2.063 0.595 4.097
H 1.608 -0.078 3.442
H 1.729 0.281 4.942

---

20
Properties=species:S:1:pos:R:3 method="wB97M-V/def2-TZVPD" e_above_lowest_kcal_mol=15.5 largest_force_ha_per_bohr=0.053 e_lumo_ev=1.0 smiles=CCN.CCN charge=0 homo_lumo_gap_ev=10.291 e_tot_ev=-7354.4431 homo_energy_ev=-9.251
C 0.000 0.000 0.000
C 1.460 -0.526 0.210
N 2.302 0.453 0.914
H -0.509 0.398 0.894
H -0.620 -0.806 -0.427
H 0.088 0.809 -0.745
H 1.288 -1.427 0.829
H 1.774 -0.863 -0.796
H 2.437 1.225 0.252
H 1.686 0.814 1.651
C -2.089 2.048 -2.827
C -2.238 1.544 -4.182
N -1.107 0.698 -4.692
H -3.037 2.375 -2.367
H -1.361 2.874 -2.758
H -1.699 1.188 -2.256
H -3.197 0.995 -4.117
H -2.382 2.392 -4.878
H -1.452 -0.117 -5.211
H -0.484 1.201 -5.333